Molecular formula: C22H33N3O3
Method: DFT, ωB97M-V/def2-TZVPD

Structure (XYZ):
```
61
Properties=species:S:1:pos:R:3:forces:R:3
C -5.433979 -2.792157 -0.892483 -0.132 -0.214 -0.144
H -5.002880 -2.928892 -1.889682 -0.003 -0.001 0.051
O -4.821177 -1.730607 -0.204531 0.279 0.269 0.204
C -3.488714 -1.811634 0.069370 0.212 0.046 0.069
C -2.670196 -2.872121 -0.291141 -0.345 -0.065 -0.136
C -1.325199 -2.858176 0.041545 0.096 0.147 0.156
C -0.767839 -1.788797 0.722356 0.084 -0.222 0.046
C -1.600110 -0.734152 1.084938 -0.077 -0.195 -0.094
C -2.947932 -0.729079 0.783235 -0.185 -0.026 -0.066
C -3.850823 0.386847 1.203489 -0.004 -0.059 -0.015
H -3.345572 1.056068 1.894210 0.028 0.062 0.032
H -4.178290 0.953576 0.333136 -0.084 0.116 -0.032
H -4.741138 -0.016225 1.681847 -0.087 0.071 0.047
H -1.183532 0.094638 1.640013 0.033 0.152 0.095
C 0.693436 -1.757333 1.079210 -0.084 0.002 -0.016
N 1.476146 -1.020433 0.082434 -0.016 -0.081 0.141
C 1.471934 -1.634429 -1.231398 0.098 -0.174 -0.247
C 2.217344 -2.975057 -1.275535 -0.392 0.103 -0.056
N 3.425993 -2.919899 -0.483271 0.064 -0.411 -0.330
C 3.728490 -2.025520 0.484117 -0.082 0.064 0.182
O 4.690269 -2.178426 1.207995 0.196 0.143 0.237
C 2.842821 -0.780639 0.541168 0.237 0.130 0.046
C 3.591193 0.305100 -0.249942 0.012 0.181 0.105
H 3.731005 -0.001558 -1.290002 0.041 0.002 0.012
C 2.974916 1.703536 -0.276939 0.114 -0.494 0.005
O 3.677129 2.691425 -0.363524 0.352 0.296 -0.029
N 1.633071 1.740227 -0.259312 -0.423 0.159 0.085
H 1.127917 0.866518 -0.149031 0.122 -0.099 -0.006
C 0.886245 2.979041 -0.366224 0.138 0.153 -0.049
C -0.073269 2.906687 -1.564397 0.014 -0.089 0.080
C -1.477286 2.377995 -1.267234 -0.027 0.284 -0.281
H -1.439343 1.571373 -0.534962 -0.047 -0.177 0.054
C -2.432492 3.477153 -0.801374 -0.078 -0.233 0.267
C -2.211646 3.949607 0.632649 0.030 0.262 -0.251
C -0.793030 4.429001 0.933022 -0.125 -0.237 0.247
H -0.806632 4.922972 1.907446 0.041 0.073 -0.056
C 0.222201 3.286507 0.979858 0.162 0.285 -0.200
H 1.020966 3.532950 1.682422 0.018 -0.108 0.017
H -0.267807 2.384691 1.353046 -0.023 -0.089 0.072
H -0.483224 5.171565 0.196829 0.035 0.154 -0.028
H -2.458321 3.138324 1.320830 -0.036 -0.026 0.079
H -2.909900 4.766648 0.832198 -0.056 -0.043 0.066
H -2.339673 4.330335 -1.478033 -0.034 0.027 -0.072
H -3.459701 3.111733 -0.882539 -0.041 0.056 -0.053
H -1.882763 1.954701 -2.189947 0.005 -0.089 0.049
H -0.165143 3.900420 -2.005775 -0.016 0.040 -0.070
H 0.402677 2.270402 -2.314385 0.046 0.108 -0.020
H 1.638006 3.749550 -0.572033 -0.161 -0.111 0.057
H 4.587814 0.403909 0.185222 -0.097 0.006 -0.071
H 2.797568 -0.454683 1.585822 0.029 -0.146 -0.099
H 4.028078 -3.732181 -0.516924 0.018 0.163 0.143
H 1.571575 -3.779403 -0.897008 0.034 0.070 -0.097
H 2.477056 -3.219168 -2.310738 -0.103 0.028 0.083
H 1.935499 -0.931443 -1.926323 -0.064 -0.047 -0.038
H 0.436040 -1.782313 -1.543663 0.128 0.028 -0.076
H 0.814661 -1.229435 2.029098 0.051 -0.092 -0.031
H 1.066968 -2.783096 1.219045 0.007 0.020 0.046
H -0.714934 -3.708286 -0.228249 0.095 -0.083 -0.016
H -3.066397 -3.722306 -0.823541 -0.081 -0.061 -0.048
H -5.361645 -3.730766 -0.333359 0.015 0.041 -0.027
H -6.482010 -2.513250 -0.990723 0.067 -0.067 -0.019
```
Positions in Å, forces in eV/Å.

Properties
- DFT total energy (eV) = -33963.74068
- HOMO level (eV) = -8.743
- LUMO (eV) = 0.5
- SMILES string = COc1ccc(CN2CCNC(=O)[C@H]2CC(=O)NC2CCCCCC2)cc1C
- ΔE to the lowest compared entry with this formula, charge and spin (kcal per mole) = 7.6
- Kohn-Sham gap (hartree) = 0.340
- F_max (eV Å⁻¹) = 0.5

=====

Molecular formula: C22H34BiNOP3
Method: DFT, ωB97M-V/def2-TZVPD

Structure (XYZ):
```
62
Properties=species:S:1:pos:R:3:forces:R:3
C 1.274279 -4.809178 2.080752 0.408 0.465 0.449
C 1.693879 -3.623104 1.413420 0.169 -1.144 -0.182
C 1.539161 -3.581627 0.011733 -2.256 0.228 -0.773
C 0.625017 -4.454799 -0.688540 0.602 -1.630 2.724
C 0.241563 -5.628997 0.024032 -0.151 0.476 -0.364
C 0.559566 -5.794832 1.402594 0.366 -0.264 -0.623
C 0.044429 -3.980679 -1.990418 0.128 1.605 0.202
C 1.190523 -3.381013 -2.799899 1.781 1.169 -2.050
C 2.142700 -2.516491 -2.112322 -2.349 -0.612 -0.496
C 2.846538 -1.490727 -2.788114 0.036 -0.488 0.189
C 2.869186 -1.520960 -4.190996 0.590 0.372 -0.263
C 2.127880 -2.460607 -4.902626 0.058 -0.861 0.200
C 1.315001 -3.406506 -4.221759 -0.492 -0.026 0.711
H 1.589196 -4.969163 3.160752 -0.711 0.346 -1.434
H -0.327219 -6.403889 -0.531744 0.235 0.598 0.659
H 0.295552 -6.715555 1.961240 0.072 0.674 -0.678
H -0.623943 -4.680785 -2.542445 0.722 0.408 0.474
H 3.564988 -0.820073 -4.734871 -1.053 -0.683 0.602
H 2.228746 -2.480223 -6.000083 -0.232 -0.107 0.693
H 0.710295 -4.163695 -4.766421 0.437 0.841 0.190
N 1.891297 -2.406546 -0.715059 1.932 -0.576 0.831
Bi 0.340774 -1.035421 -0.828895 -2.592 2.416 0.299
C 2.232935 -2.440516 2.186331 0.769 0.312 -0.091
H 3.217530 -2.094412 1.794199 -0.643 -0.205 0.111
H 2.375062 -2.688804 3.260404 -0.066 0.030 -0.640
C 3.516548 -0.351572 -2.025778 0.884 0.165 -0.200
H 4.183395 -0.719846 -1.217079 -0.410 0.149 -0.431
H 4.112264 0.276009 -2.714989 0.085 -0.588 0.116
P 1.017780 -1.015927 2.108401 0.206 -1.328 -0.258
P 2.331268 0.821546 -1.273089 -0.715 -0.630 1.031
C 1.643777 1.753763 -2.672127 0.282 0.514 0.126
H 0.853141 2.434464 -2.304915 0.399 -0.315 -0.194
H 2.463659 2.336011 -3.117231 -0.367 -0.011 -0.126
H 1.223714 1.072419 -3.425887 0.150 0.135 0.274
C 3.190522 1.913757 -0.120584 0.463 0.679 -0.500
H 3.838776 2.585063 -0.717864 -0.070 -0.119 0.645
H 2.431339 2.491305 0.444305 0.420 -0.382 -0.371
H 3.793411 1.304226 0.572905 -0.198 0.293 -0.338
C -0.166428 -1.691461 3.349865 -0.284 0.528 -0.057
H 0.368710 -1.958583 4.280710 -0.203 0.182 -0.457
H -0.916439 -0.915032 3.566866 0.135 -0.354 0.034
H -0.679530 -2.580493 2.956816 0.196 0.301 0.027
C 1.860059 0.341939 2.956410 -0.143 0.385 0.270
H 1.264078 1.249344 2.776229 0.246 -0.216 0.115
H 1.937393 0.143502 4.038908 0.056 0.078 -0.423
H 2.856796 0.492722 2.527675 -0.196 -0.053 0.126
H -0.662638 -3.020231 -1.709421 1.109 -2.281 -0.620
H -1.362586 -1.479665 -0.067885 0.226 -0.295 0.589
C -2.015464 3.090277 2.152324 -0.639 0.360 -0.099
P -1.052035 3.034624 0.640542 0.888 -1.150 -0.046
C -2.164372 2.690669 -0.731949 -0.377 0.393 0.106
C -0.433331 4.712966 0.447733 -0.193 0.335 -0.097
O 0.025696 1.968435 0.687699 -0.338 0.572 -0.039
H -1.370770 3.380201 2.982243 0.012 0.029 -0.036
H -2.433614 2.104625 2.362357 -0.009 0.048 -0.054
H -2.838805 3.827419 2.054625 0.410 -0.408 0.145
H -2.968091 3.438987 -0.745884 0.075 -0.252 -0.162
H -1.615724 2.729683 -1.676398 -0.018 0.056 0.118
H -2.590873 1.687925 -0.618969 0.062 0.190 0.074
H 0.223892 4.966070 1.286135 -0.158 -0.090 -0.064
H 0.141992 4.828119 -0.475174 -0.140 -0.072 0.054
H -1.287183 5.413017 0.435763 0.392 -0.192 -0.018
```
Positions in Å, forces in eV/Å.

Properties
- DFT total energy (eV) = -60603.11620
- HOMO level (eV) = -9.698
- charge = +1
- LUMO (eV) = -3.0
- ΔE to the lowest compared entry with this formula, charge and spin (kcal per mole) = 0.0
- Kohn-Sham gap (hartree) = 0.247
- F_max (eV Å⁻¹) = 3.6